Below is one molecule with the formula C20H25FN2O3S2 at a distorted geometry, with properties calculated with ωB97M-V/def2-TZVPD.

Computed properties:
Electronic energy (eV): -54656.8530
Relative energy (zero: lowest compared OMol25 entry of this formula, charge and spin) (kJ/mol): 0.0
Orbital gap (eV): 9.3

```
! RIJCOSX wB97M-V def2-TZVPD def2/J DEFGRID3
* xyz 0 1
C -4.9239 -1.9427 -1.0247
C -4.4696 -0.7121 -0.2438
C -4.2017 -1.0865 1.2094
C -5.5083 0.3922 -0.3549
S -2.8607 -0.2168 -1.0647
C -2.6558 1.5748 -0.7997
C -2.2851 1.9356 0.6343
N -1.1636 1.1376 1.0691
C 0.0410 1.6727 1.3329
O 0.2460 2.8400 1.5818
C 1.1484 0.6129 1.4174
N 1.1485 -0.1791 0.2056
C 1.7402 -1.4538 0.2233
C 1.2475 -2.4087 -0.6641
C 1.8010 -3.6736 -0.7027
C 2.8351 -3.9797 0.1647
F 3.3740 -5.2172 0.1380
C 3.3305 -3.0533 1.0631
C 2.7830 -1.7831 1.0853
S 1.4529 0.7395 -1.1907
O 1.5580 -0.1642 -2.2927
O 0.4567 1.7650 -1.2492
C 3.0503 1.4602 -0.8455
C 4.1763 0.7055 -1.1123
C 5.4207 1.2228 -0.7928
C 5.5167 2.4771 -0.2083
C 4.3769 3.2202 0.0574
C 3.1278 2.7095 -0.2602
H -5.1240 -1.6821 -2.0607
H -5.8302 -2.3541 -0.5843
H -4.1500 -2.7063 -1.0091
H -3.8651 -0.2305 1.7880
H -3.4387 -1.8596 1.2627
H -5.1133 -1.4696 1.6660
H -5.6187 0.7127 -1.3888
H -5.2484 1.2527 0.2574
H -6.4707 0.0147 -0.0123
H -3.5504 2.0970 -1.1315
H -1.8189 1.8219 -1.4543
H -3.1297 1.7755 1.3139
H -1.9851 2.9851 0.6885
H -1.1826 0.1851 0.7191
H 2.1012 1.1283 1.5967
H 0.9360 -0.0469 2.2639
H 0.4414 -2.1394 -1.3256
H 1.4359 -4.4218 -1.3877
H 4.1372 -3.3241 1.7257
H 3.1745 -1.0498 1.7734
H 4.0594 -0.2625 -1.5740
H 6.3118 0.6495 -0.9979
H 6.4880 2.8779 0.0410
H 4.4575 4.1944 0.5144
H 2.2197 3.2572 -0.0607
*
```